The following is a DFT calculation (ωB97M-V with the def2-TZVPD basis set) of a cluster of 9 separate species, C69H155N9O13 in total.

Positions of all 246 atoms, in Å:
O -5.163 -13.192 3.535
O -0.153 0.319 -1.384
O -2.171 -10.981 -11.910
O -8.701 -2.829 10.280
O 13.242 0.174 2.417
O 7.591 7.269 17.458
O -1.491 -9.035 1.281
O 1.852 -6.245 -11.373
O -0.353 12.923 1.976
O 6.019 4.652 12.949
O -3.107 1.954 -15.101
O 3.085 13.721 7.274
O -8.048 -2.997 -4.849
N 0.511 -8.596 -11.311
N -3.144 3.170 -14.522
N 0.574 1.197 -0.852
N 7.807 7.401 14.344
N 1.799 12.869 4.972
N 12.999 1.176 1.579
N -7.385 -2.754 10.005
N -3.302 -9.987 3.376
N -7.911 -4.278 -5.093
C -7.614 -1.618 7.915
C 2.564 -6.407 -10.177
C -0.738 12.098 0.998
C -4.302 -10.921 3.038
C -0.763 -8.900 0.104
C -7.695 -4.067 7.731
C -3.570 -8.771 2.498
C 13.730 3.310 0.606
C 11.573 1.453 1.340
C 0.809 2.422 -1.665
C -3.795 3.163 -13.226
C -2.129 4.324 -16.379
C 5.884 5.568 11.893
C -5.153 2.444 -13.297
C -7.522 -4.529 -7.662
C 1.332 2.434 1.251
C -9.391 -4.820 -3.236
C 12.284 3.872 0.492
C 10.827 0.194 0.636
C 13.921 2.308 1.727
C -1.084 -10.253 -12.247
C -7.641 -7.138 -5.493
C -3.502 -10.437 -12.342
C -5.598 -4.078 -6.115
C -6.552 -6.292 -6.040
C -4.739 -3.799 9.146
C -0.618 3.515 -14.347
C -7.083 -2.865 8.518
C 2.063 12.823 7.394
C 1.692 1.874 -2.734
C 10.827 1.722 2.660
C 1.407 3.772 0.485
C 0.376 1.325 0.633
C -1.165 1.590 0.932
C -2.254 5.496 -14.304
C -1.994 4.065 -14.843
C -2.810 5.516 -12.955
C 2.202 -7.086 -12.442
C -10.316 -5.112 -5.515
C -0.871 -9.025 -11.397
C 6.845 6.313 14.588
C 7.783 8.586 15.215
C 1.054 -8.137 -12.601
C -6.753 -2.880 12.368
C 8.994 7.562 17.778
C -5.554 -13.932 4.654
C -2.960 2.535 -12.124
C -4.040 4.592 -12.818
C -8.988 -5.136 -4.672
C 0.295 12.193 3.051
C 1.194 13.318 3.757
C 1.135 13.074 6.224
C -5.545 -2.761 8.226
C 13.867 2.983 3.144
C 7.122 5.143 13.719
C 0.851 0.066 1.308
C 1.646 3.437 -1.004
C -5.104 -3.434 10.595
C -6.584 -3.535 10.964
C -2.884 -8.753 1.110
C -6.990 -4.794 -6.225
C 11.381 2.713 0.311
C -4.155 -12.221 3.855
C -0.497 3.052 -2.166
C -7.014 -5.040 11.080
C -8.405 -6.552 -4.389
C 7.183 8.345 16.627
C 15.391 1.896 1.487
C 3.733 13.925 8.552
H 9.710 6.945 17.236
H 0.115 11.635 0.504
H 14.575 3.990 0.496
H 2.349 2.092 1.443
H 2.364 11.800 7.171
H 9.357 8.583 17.899
H 0.576 -0.026 2.359
H -4.634 -8.565 2.381
H 0.340 -0.814 0.917
H -3.234 -12.795 3.756
H -2.820 1.462 -12.252
H 2.728 3.347 -1.099
H 12.219 4.531 1.358
H -10.728 -4.106 -5.598
H 0.947 14.147 6.214
H -1.732 2.176 0.209
H 5.668 6.578 12.242
H -1.049 3.544 -1.366
H -6.323 -6.767 -6.994
H -0.448 11.612 3.598
H -4.887 5.073 -13.307
H 2.137 2.558 -3.457
H 6.958 5.947 15.609
H -8.697 -1.684 8.017
H 15.838 1.452 2.376
H 6.104 8.417 16.485
H -3.352 -9.388 0.358
H -0.241 -10.922 -12.076
H -0.231 3.786 -13.364
H 4.283 13.001 8.728
H -4.962 -4.820 8.838
H -8.784 -2.064 10.854
H 1.645 4.337 -1.618
H -4.304 -11.944 4.899
H 9.148 7.243 18.809
H -5.125 -1.757 8.168
H -5.021 1.364 -13.233
H 9.750 1.555 2.697
H 1.222 1.126 -3.372
H -6.496 -1.822 12.425
H -1.840 3.512 -17.046
H 8.740 7.026 14.442
H -6.735 -4.640 -8.408
H 5.168 5.054 11.252
H 2.577 1.359 -2.360
H -5.084 -14.915 4.652
H 0.266 -9.256 0.166
H 12.163 4.514 -0.380
H 2.243 4.224 1.018
H 3.639 -6.230 -10.153
H 3.176 -7.556 -12.306
H 14.423 2.437 3.907
H 8.713 9.124 15.398
H -5.196 -2.983 7.217
H 7.273 9.152 17.354
H -0.380 3.833 -2.917
H -2.793 6.212 -14.924
H -5.754 2.539 -12.393
H -5.873 2.738 -14.061
H -8.500 -4.871 -2.611
H -1.360 11.305 1.414
H -7.342 -0.697 8.430
H 0.249 -7.643 -13.145
H 12.858 3.186 3.502
H 10.374 3.106 0.454
H -1.388 12.758 0.423
H -3.244 -7.770 2.782
H -7.362 -5.038 8.099
H -11.142 -5.761 -5.225
H 0.605 -7.773 -10.734
H 16.145 2.666 1.321
H -4.848 -4.412 -6.832
H -7.227 -8.099 -5.190
H -3.896 2.176 -15.600
H -5.763 -6.372 -5.291
H -1.217 2.375 -2.626
H 11.046 2.666 3.161
H -8.339 -5.120 -8.075
H 2.064 -5.739 -9.475
H 1.454 -8.974 -13.172
H -0.998 -9.980 -13.299
H 5.772 6.491 14.521
H 1.935 13.730 3.072
H -2.987 6.517 -12.563
H 11.384 2.289 -0.693
H -1.937 2.839 -12.343
H -0.673 2.427 -14.325
H -7.908 -3.511 -7.712
H -1.431 -8.226 -11.883
H 4.381 14.801 8.587
H -1.071 0.563 -1.245
H 14.343 3.954 3.005
H -4.602 -4.017 11.367
H -4.403 -10.880 -11.917
H -3.194 4.493 -16.540
H -5.900 -3.034 -6.199
H -4.402 4.663 -11.793
H -7.304 -1.551 6.872
H -1.159 -9.217 -10.363
H 0.582 14.199 3.952
H -5.271 -10.450 3.202
H 13.956 2.761 -0.307
H -2.853 -7.725 0.751
H 0.112 3.885 -15.067
H 2.297 -7.386 -9.778
H -7.657 -2.839 -3.987
H -8.066 -5.194 10.838
H 1.914 -0.157 1.216
H 1.095 11.593 2.619
H 1.502 12.837 8.329
H 2.579 13.495 5.112
H 0.205 12.518 6.339
H 8.068 5.172 13.178
H -8.655 -4.213 8.227
H -5.207 -4.174 -5.102
H -3.629 -9.356 -12.279
H -7.773 -2.957 12.744
H -1.133 -9.614 -0.633
H -9.754 -3.803 -3.091
H 9.768 0.431 0.540
H 2.942 14.001 9.299
H -4.202 -11.324 2.030
H 6.848 5.778 11.429
H -6.621 -14.152 4.612
H -6.869 -5.602 12.003
H -10.224 -5.469 -2.965
H -2.049 5.080 -12.308
H -1.271 1.966 1.949
H 11.198 1.168 3.522
H -2.329 -10.245 3.291
H -7.671 -6.536 -3.583
H 7.205 9.313 14.644
H -8.449 -7.369 -6.186
H 11.083 -0.742 1.132
H -1.709 0.653 1.054
H -1.277 5.973 -14.230
H 0.990 2.708 2.248
H -4.808 -2.391 10.485
H -1.381 5.080 -16.618
H -3.161 2.871 -11.107
H -7.881 -4.038 6.657
H -6.576 -5.652 10.291
H 11.240 -0.014 -0.351
H -3.649 -3.776 9.120
H -0.848 -7.935 -0.395
H 13.515 -0.525 1.818
H 2.255 -6.511 -13.367
H 7.347 4.336 14.416
H -6.271 -3.484 13.137
H 0.537 4.403 0.668
H -9.276 -7.154 -4.132
H 15.442 1.099 0.745
H -5.457 -13.569 5.678
H -10.065 -5.212 -6.571
H -3.496 -10.712 -13.396

Output
SMILES: CC1(C)CCCC(C)(C)N1O.CC1(C)CCCC(C)(C)N1O.CC1(C)CCCC(C)(C)N1O.CC1(C)CCCC(C)(C)N1O.CC1(C)CCCC(C)(C)N1O.COCCNCCOC.COCCNCCOC.COCCNCCOC.COCCNCCOC
E_tot in eV: -114071.1406
Frontier orbital gap in eV: 8.48
Charge: 0